Here is a 6-piece molecular cluster, C41H40N2O26P2 overall from the Open Molecules 2025 dataset. Energies are from the ωB97M-V functional and the def2-TZVPD basis.

Calculated values
Structure (SMILES): C#CCP(O)(CP(=O)(O)O)(N=C(C)C)N(C(C)=O)C(C)=O.O=C1C=C(O)C(=O)C=C1O.O=C1C=C(O)C(=O)C=C1O.O=C1C=C(O)C(=O)C=C1O.O=C1C=C(O)C(=O)C=C1O.O=C1C=C(O)C(=O)C=C1O
LUMO energy, hartree: -0.065

Structure (XYZ):
```
111
Properties=species:S:1:pos:R:3:lowdin_charge:R:1
P -1.57876 0.72386 -3.03801 0.655
P -0.64591 -2.19351 -2.08060 0.762
O -1.50920 4.46438 5.26069 0.113
O -4.91675 0.76802 -4.75332 0.081
O -1.18826 1.54404 -4.31215 -0.356
O 0.58396 5.28175 9.40164 0.095
O -0.60799 1.21246 -1.72536 -0.187
O 4.11184 -4.33193 8.08607 0.113
O 1.34378 -0.68774 -4.12301 -0.014
O 5.56458 -1.98257 -3.48592 0.059
O 7.94527 -3.11165 -4.19590 0.110
O 1.97822 3.48271 5.45772 0.071
O 1.30978 -4.97480 -2.85286 0.024
O 2.32734 -3.15366 9.78086 0.093
O -3.91618 5.43577 6.10149 0.091
O -9.14141 3.41019 -6.55534 0.111
O -3.19665 1.25659 -2.65670 -0.228
O 1.73029 5.08558 3.26282 0.115
O -4.46712 2.84125 -6.46798 0.105
O 1.44532 -0.11998 6.28822 0.088
O -1.07816 2.04898 1.00752 0.062
O 9.57439 0.86004 -6.13356 0.090
O -0.90159 0.48726 3.23778 0.113
O -1.68272 -1.53353 -0.82693 -0.327
O 7.22977 2.01146 -5.34508 0.114
O -1.84626 6.17074 10.26747 0.112
O -9.58436 1.39399 -4.77143 0.092
O 3.16523 -1.35249 4.56413 0.099
N 0.28682 -2.79831 -3.44666 -0.146
N -1.22752 -3.80822 -1.66519 -0.016
C 6.33030 0.04606 -4.40182 0.082
C -6.79405 3.18635 -6.55491 0.079
C -3.55152 -4.08081 -0.53010 -0.053
C 0.32733 3.60947 2.07334 0.091
C -0.32787 2.44803 2.08131 -0.201
C 3.68202 -2.88076 6.27777 0.080
C -8.15404 2.82534 -6.13945 -0.312
C 2.03748 -1.09887 6.71628 -0.284
C -5.73878 2.51261 -6.09062 -0.209
C -5.90188 1.37413 -5.14290 -0.293
C 0.50251 -4.25554 -3.52238 -0.409
C -0.35627 -5.06059 -4.66760 -0.021
C 1.37904 -1.96724 -3.93393 -0.378
C 7.79342 -1.93521 -4.48451 -0.310
C -1.78514 5.79820 9.10701 -0.311
C -3.29972 -4.15086 -3.26053 -0.062
C 2.51052 -2.66972 8.51600 -0.215
C 0.54793 1.93719 4.40427 0.066
C -8.31470 1.70458 -5.17025 -0.216
C 2.80077 -2.66730 -4.35548 -0.006
C -2.94463 5.83533 8.20784 0.078
C -1.68116 -1.13968 -3.32790 -0.264
C 1.13021 4.02326 3.23074 -0.312
C 1.93208 -2.68174 -0.70954 -0.117
C 1.20634 3.09772 4.39496 -0.227
C 7.36782 0.82713 -5.08616 -0.311
C 6.52449 -1.24422 -4.12049 -0.215
C -1.56055 4.86824 6.41294 -0.290
C -2.84374 5.40364 6.94909 -0.215
C 3.49583 -3.37441 7.64736 -0.310
C 0.84041 -1.55192 -1.09863 -0.211
C -7.26039 1.02871 -4.70873 0.076
C 1.83319 -1.60643 8.07751 0.082
C -0.49499 5.28822 8.56228 -0.211
C 8.82116 -1.16079 -5.19008 0.076
C -0.39508 4.85325 7.30423 0.089
C -2.53845 -3.96944 -1.81689 -0.338
C -0.27405 1.53460 3.25706 -0.300
C 2.77914 -3.63296 -0.34401 0.058
C 3.00204 -1.81961 5.83842 -0.209
C 8.62594 0.12855 -5.47459 -0.219
H 9.73054 -1.67921 -5.46440 0.137
H 4.38681 -3.41176 5.65182 0.139
H -4.12081 -5.08356 -0.50918 0.088
H 0.25520 5.64126 10.25035 0.117
H 5.41457 0.56039 -4.14108 0.140
H 2.92999 -3.92117 9.85536 0.118
H 3.28983 -3.23616 -3.48433 0.076
H -2.86476 -3.92963 0.39983 0.095
H 5.94397 -2.88052 -3.39666 0.119
H -1.15555 1.41258 -0.92546 0.046
H -4.23803 -3.15519 -0.59262 0.086
H 1.11687 -1.08447 8.69834 0.138
H -3.28160 -5.28884 -3.48405 0.092
H -4.39610 -3.75890 -3.17208 0.094
H 0.29474 4.28291 1.22679 0.142
H -10.16651 2.02262 -5.24479 0.118
H 0.40618 -5.66946 -5.27385 0.089
H -1.17150 -5.73927 -4.18545 0.081
H 0.42037 -1.19924 -0.06609 0.101
H -3.58915 5.07062 5.25452 0.116
H -6.69026 4.01333 -7.24494 0.139
H -2.55726 -1.25832 -1.18901 0.036
H -2.79538 -1.42318 -3.34606 0.069
H 3.16212 -4.63624 0.09558 0.063
H -0.83424 -4.27698 -5.37698 0.080
H -7.36318 0.21175 -4.00683 0.134
H 0.53473 4.47848 6.89732 0.116
H -2.69613 -3.62660 -4.08525 0.056
H 2.51228 -3.41372 -5.20915 0.097
H -1.28754 -1.32503 -4.41152 0.098
H -3.84420 0.52904 -2.88420 0.040
H 0.59281 1.25585 5.24558 0.097
H -3.88272 2.20946 -5.99940 0.118
H 1.33068 -0.58649 -1.53725 0.111
H -1.45076 1.17875 1.26010 0.117
H 3.49771 -1.89238 -4.85781 0.087
H 2.56734 -0.58128 4.49095 0.112
H -3.87064 6.22422 8.61012 0.138
H 2.34640 4.35503 5.20869 0.120
H 9.19735 1.75926 -6.21713 0.117
```